Run w
Computed, not measured: a gas-phase ion, C5H10N (charge +1), with ωB97M-V with the def2-TZVPD basis set.

Bonds (Å) are listed after each position.
Positions of all 16 atoms, in Å:
1 C -1.379 -0.982 -0.100  C2 1.485, C4 1.561, H7 1.102, H8 1.143
2 C 0.066 -1.223 0.142  C1 1.485, N6 1.266, H9 1.081
3 C -0.206 1.015 -0.061  C4 1.617, N6 1.559, H10 1.030, H11 1.145
4 C -1.742 0.527 0.069  C1 1.561, C3 1.617, H12 1.150, H13 1.073
5 C 2.188 0.111 -0.028  N6 1.437, H14 1.122, H15 1.124, H16 1.152
6 N 0.783 -0.188 0.008  C2 1.266, C3 1.559, C5 1.437
7 H -1.434 -1.111 -1.193  C1 1.102
8 H -2.048 -1.688 0.500  C1 1.143
9 H 0.655 -2.113 0.309  C2 1.081
10 H -0.129 1.382 -1.021  C3 1.030
11 H 0.158 1.793 0.697  C3 1.145
12 H -1.999 0.746 1.168  C4 1.150
13 H -2.477 0.914 -0.610  C4 1.073
14 H 2.741 -0.763 -0.462  C5 1.122
15 H 2.346 1.087 -0.563  C5 1.124
16 H 2.557 0.098 1.063  C5 1.152

## Properties
- ⟨S²⟩: 2.01
- HOMO level (spin up / spin down): -11.4 / -16.4 eV
- Spin multiplicity: 3
- Total charge: +1

---

Run x
Computed, not measured: a gas-phase ion, C5H10N (charge +1), with ωB97M-V with the def2-TZVPD basis set.

Bonds (Å) are listed after each position.
Positions of all 16 atoms, in Å:
1 C -1.642 -0.788 0.017  C2 1.295, C3 1.453, H7 1.082
2 C -0.385 -1.076 0.135  C1 1.295, N6 1.470, H8 1.131
3 C -2.077 0.597 0.085  C1 1.453, H9 1.083, H10 1.093
4 C 0.096 1.225 0.171  N6 1.444, H11 1.127, H12 1.104
5 C 1.814 -0.559 -0.183  N6 1.435, H13 1.049, H14 1.093, H15 1.069
6 N 0.636 -0.077 0.480  C2 1.470, C4 1.444, C5 1.435, H16 1.116
7 H -2.172 -1.654 -0.356  C1 1.082
8 H -0.042 -2.153 0.190  C2 1.131
9 H -2.350 0.991 -0.886  C3 1.083
10 H -2.642 0.949 0.952  C3 1.093
11 H 0.194 1.528 -0.911  C4 1.127
12 H -0.007 1.911 1.030  C4 1.104
13 H 1.673 -1.598 -0.224  C5 1.049
14 H 1.973 -0.155 -1.186  C5 1.093
15 H 2.753 -0.442 0.313  C5 1.069
16 H 0.819 -0.192 1.575  N6 1.116

## Properties
- ⟨S²⟩: 2.01
- HOMO level (spin up / spin down): -11.2 / -15.0 eV
- Spin multiplicity: 3
- Total charge: +1

---

The computed energies, referenced to the most stable structure and given in kcal/mol, are run w 0.0; run x 18.0.

---

Run w
Computed, not measured: a gas-phase ion, C4H8NO (charge +1), with ωB97M-V with the def2-TZVPD basis set.

Bonds (Å) are listed after each position.
Positions of all 14 atoms, in Å:
1 C 0.989 -1.535 -0.222  N2 1.255, H7 1.209, H8 1.078
2 N 0.510 -0.414 0.076  C1 1.255, C3 1.607, C5 1.459
3 C 1.549 0.808 0.188  N2 1.607, O4 1.141, H9 1.169
4 O 2.627 0.716 -0.172  C3 1.141
5 C -0.822 -0.092 0.574  N2 1.459, C6 1.518, H10 1.119, H11 1.109
6 C -1.454 0.803 -0.477  C5 1.518, H12 1.127, H13 1.045, H14 1.120
7 H 0.395 -2.572 -0.040  C1 1.209
8 H 1.976 -1.646 -0.640  C1 1.078
9 H 0.935 1.530 0.873  C3 1.169
10 H -1.297 -1.105 0.547  C5 1.119
11 H -0.598 0.530 1.465  C5 1.109
12 H -0.842 1.680 -0.833  C6 1.127
13 H -1.540 0.150 -1.289  C6 1.045
14 H -2.429 1.150 -0.050  C6 1.120

## Properties
- SMILES string: C=[N+](C=O)CC
- HOMO level: -16.5 eV
- Total charge: +1

---

Run x
Computed, not measured: a gas-phase ion, C4H8NO (charge +1), with ωB97M-V with the def2-TZVPD basis set.

Bonds (Å) are listed after each position.
Positions of all 14 atoms, in Å:
1 C 1.053 -1.773 -0.021  N2 1.268, H7 1.024, H8 1.000
2 N 1.296 -0.563 -0.310  C1 1.268, C3 1.427
3 C 0.818 0.745 0.003  N2 1.427, O4 1.245, C5 1.451
4 O 1.687 1.610 0.212  C3 1.245, H9 1.002
5 C -0.551 1.039 -0.379  C3 1.451, C6 1.600, H10 1.134, H11 1.145
6 C -1.561 -0.074 0.166  C5 1.600, H12 1.072, H13 1.093, H14 1.166
7 H 0.676 -2.030 0.895  C1 1.024
8 H 1.220 -2.543 -0.638  C1 1.000
9 H 2.563 1.411 0.656  O4 1.002
10 H -0.605 1.091 -1.511  C5 1.134
11 H -1.036 1.982 0.054  C5 1.145
12 H -1.308 -1.114 0.233  C6 1.072
13 H -2.345 -0.028 -0.593  C6 1.093
14 H -1.907 0.246 1.233  C6 1.166

## Properties
- SMILES string: C=[N+]=C(O)CC
- HOMO level (spin up / spin down): -15.8 / -15.8 eV
- Total charge: +1

---

The computed energies, referenced to the most stable structure and given in kcal/mol, are run w 0.0; run x 5.8.

---

Run w
Computed, not measured: 2 unconnected molecules or ions with the total composition C2H9NO2, with ωB97M-V with the def2-TZVPD basis set.

Bonds (Å) are listed after each position.
Positions of all 14 atoms, in Å:
1 N -2.739 -0.053 -0.250  C2 1.399, H4 1.034, H5 0.946
2 C -2.408 -1.226 0.435  N1 1.399, O3 1.445, H6 1.046, H7 1.072
3 O -1.150 -1.927 0.553  C2 1.445, H8 1.004
4 H -2.429 0.806 0.234  N1 1.034
5 H -2.894 0.037 -1.179  N1 0.946
6 H -3.080 -1.994 0.204  C2 1.046
7 H -2.508 -1.009 1.480  C2 1.072
8 H -0.499 -1.504 -0.083  O3 1.004
9 C 2.860 0.762 -0.305  O10 1.479, H11 1.084, H12 1.077, H13 1.056
10 O 3.340 2.148 -0.496  C9 1.479, H14 1.041
11 H 3.183 0.171 -1.154  C9 1.084
12 H 1.792 0.721 -0.439  C9 1.077
13 H 3.048 0.339 0.644  C9 1.056
14 H 3.484 2.728 0.356  O10 1.041

## Properties
- SMILES string: NCO.CO
- HOMO level: -9.9 eV

---

Run x
Computed, not measured: 2 unconnected molecules or ions with the total composition C2H9NO2, with ωB97M-V with the def2-TZVPD basis set.

Bonds (Å) are listed after each position.
Positions of all 14 atoms, in Å:
1 N -0.240 -0.822 3.086  C2 1.442, H5 1.014, H6 1.008
2 C -0.927 -1.246 1.890  N1 1.442, C3 1.497, H7 1.092, H8 1.143
3 C -1.061 -0.053 0.996  C2 1.497, O4 1.527, H9 1.062, H10 1.089
4 O -2.241 -0.103 0.028  C3 1.527, H11 0.963
5 H 0.497 -0.148 2.915  N1 1.014
6 H 0.042 -1.495 3.782  N1 1.008
7 H -1.867 -1.724 2.172  C2 1.092
8 H -0.296 -1.946 1.244  C2 1.143
9 H -0.169 0.225 0.490  C3 1.062
10 H -1.447 0.752 1.619  C3 1.089
11 H -2.390 0.839 0.159  O4 0.963
12 O 2.997 1.962 -6.231  H13 0.961, H14 0.960
13 H 3.488 1.136 -6.247  O12 0.961
14 H 3.614 2.621 -5.904  O12 0.960

## Properties
- SMILES string: NCCO.O
- HOMO level: -9.1 eV

---

Run y
Computed, not measured: 2 unconnected molecules or ions with the total composition C2H9NO2, with ωB97M-V with the def2-TZVPD basis set.

Bonds (Å) are listed after each position.
Positions of all 14 atoms, in Å:
1 C -2.232 2.076 -0.837  N2 1.458, H5 1.105, H6 1.098, H7 1.089
2 N -1.554 0.785 -0.859  C1 1.458, C3 1.414, H8 1.007
3 C -0.507 0.558 0.063  N2 1.414, O4 1.522, H9 1.094, H10 1.094
4 O -1.134 -0.444 1.022  C3 1.522, H11 0.965
5 H -2.255 2.464 0.197  C1 1.105
6 H -1.689 2.864 -1.375  C1 1.098
7 H -3.191 1.916 -1.329  C1 1.089
8 H -2.169 -0.012 -0.878  N2 1.007
9 H -0.161 1.511 0.472  C3 1.094
10 H 0.289 -0.083 -0.331  C3 1.094
11 H -0.628 -0.319 1.834  O4 0.965
12 O 4.929 -4.015 0.367  H13 0.962, H14 0.971
13 H 5.827 -3.905 0.695  O12 0.962
14 H 4.473 -3.397 0.959  O12 0.971

## Properties
- SMILES string: CNCO.O
- HOMO level: -8.8 eV

---

The computed energies, referenced to the most stable structure and given in kcal/mol, are run w 17.6; run x 3.2; run y 0.0.